1.
# C12H23NO5S3

2 unconnected molecules or ions with the total composition C12H23NO5S3 at a distorted geometry (ωB97M-V/def2-TZVPD, the OMol25 dataset).

Computed properties:
* LUMO level: 0.291 eV
* total energy: -2096.5168 Ha
* gap between HOMO and LUMO: 8.5 eV

```
44
Properties=species:S:1:pos:R:3:forces:R:3:nbo_charge:R:1
S 0.323 2.701 0.521 0.225 0.061 0.107 -0.094
S 4.672 0.246 -2.984 -0.073 -0.449 -0.348 1.747
S -0.240 0.732 -1.595 -0.160 -0.307 -0.139 0.248
O 5.028 1.541 -2.466 0.080 0.621 0.482 -0.963
O -3.406 -0.593 2.145 -0.033 0.036 0.041 -0.491
O -3.648 -1.274 0.028 -0.054 0.128 -0.023 -0.560
O 5.862 -0.096 -4.014 -0.001 0.135 -0.097 -0.882
O 3.498 0.466 -4.093 0.079 -0.136 0.063 -0.711
N 0.841 0.138 0.861 0.976 -0.356 -2.054 -0.460
C -4.050 -0.840 3.407 -0.079 -0.007 0.120 -0.070
C -5.264 -1.970 1.714 -0.124 0.368 0.345 -0.528
C 0.826 -1.213 0.260 -0.481 -0.742 1.137 -0.228
C 0.362 1.133 0.028 -0.358 0.967 0.573 -0.066
C 0.395 2.119 -2.581 0.669 -0.406 -0.069 -0.524
C 2.199 0.488 -3.430 0.472 0.386 -0.022 -0.091
C 2.224 0.479 1.310 0.164 0.131 1.196 -0.210
C 1.853 1.906 -3.028 -0.580 0.042 0.154 -0.448
C -4.047 -1.259 1.153 -0.041 -0.269 -0.140 0.791
C -0.587 -1.783 0.099 0.656 0.286 -0.307 -0.636
C 2.267 1.026 2.743 -0.274 0.137 -0.653 -0.621
C -5.470 -1.264 3.054 -0.065 -0.098 -0.067 -0.429
H -6.094 -0.381 2.911 0.012 0.014 0.017 0.212
H -4.015 0.067 4.005 0.118 0.059 -0.089 0.201
H 1.401 -1.283 -0.661 0.046 0.255 -0.217 0.187
H -5.022 -3.026 1.839 -0.011 -0.021 -0.082 0.236
H 1.332 -1.853 0.974 0.234 0.043 0.200 0.200
H 1.463 0.109 -4.129 0.048 -0.261 -0.215 0.202
H 0.367 3.007 -1.969 -0.402 0.265 0.015 0.263
H -0.612 -2.821 0.409 -0.022 -0.196 -0.039 0.212
H 2.691 1.182 0.630 -0.061 0.187 -0.251 0.202
H 6.411 0.714 -4.040 -0.175 -0.242 -0.133 0.504
H -5.935 -1.883 3.818 0.064 -0.021 0.020 0.222
H 2.273 -0.181 -2.580 -0.303 -0.179 0.211 0.182
H -1.297 -1.230 0.698 -0.136 0.127 0.051 0.238
H 2.039 2.526 -3.900 0.070 0.265 -0.077 0.223
H 2.841 -0.412 1.281 -0.231 -0.391 -0.166 0.198
H 2.282 2.107 2.711 0.026 0.243 0.162 0.224
H -3.499 -1.627 3.927 -0.004 -0.021 -0.020 0.178
H -0.854 -1.708 -0.945 -0.531 -0.182 -0.118 0.221
H 3.136 0.661 3.278 0.106 -0.070 0.163 0.205
H -6.112 -1.861 1.045 0.077 -0.158 -0.144 0.244
H 1.346 0.733 3.229 -0.025 -0.146 0.366 0.220
H -0.263 2.212 -3.437 -0.273 -0.033 -0.048 0.225
H 2.486 2.263 -2.225 0.375 -0.066 0.093 0.227
```
Forces are in eV/Å.

=====

2.
# C35H38N6O11SSc

A molecular structure, C35H38N6O11SSc at a distorted geometry (ωB97M-V/def2-TZVPD, the OMol25 dataset).

Computed properties:
* net charge: -1
* energy relative to the best compared isomer or geometry (same formula, charge and spin): 56.2 kcal/mol
* LUMO level: 1.356 eV
* total energy: -3671.9677 Ha
* gap between HOMO and LUMO: 6.3 eV

```
92
Properties=species:S:1:pos:R:3:forces:R:3:mulliken_charge:R:1
Sc -0.661 0.191 -1.937 1.452 0.479 0.299 0.239
S 1.558 2.899 -2.156 -2.077 -0.541 0.661 1.193
O 0.548 -3.215 -4.250 -0.255 1.271 1.538 -0.832
O -1.516 1.913 -2.729 -1.099 0.061 -0.436 -0.217
O -3.108 2.865 -4.056 0.303 -0.730 1.137 -0.731
O 1.105 1.463 -2.279 0.154 0.371 -0.642 -0.351
O 0.346 1.624 1.935 -1.308 -0.074 -1.120 -0.731
O -0.425 0.931 -0.058 -0.518 -0.077 0.272 0.387
O 1.613 3.627 -3.418 -0.231 -0.544 0.735 -0.727
O -2.624 -3.570 -1.448 0.495 0.604 0.151 -0.930
O -1.348 -1.670 -1.108 -2.242 -2.383 -0.283 -0.337
O -0.113 -1.144 -3.543 1.163 -2.201 0.514 -0.515
O 0.850 3.528 -1.031 1.024 -0.212 -1.295 -0.701
N -0.663 -5.643 -2.262 0.288 0.469 1.348 0.066
N -2.992 -0.234 -2.392 2.790 -1.432 0.890 0.385
N 0.101 -7.084 -3.783 0.275 -0.438 0.748 -0.372
N -1.219 -5.306 -4.510 -0.196 -0.280 0.475 -0.458
N -2.142 1.041 3.782 -0.002 -0.384 0.130 0.108
N 1.455 -1.249 -1.328 -0.498 -0.211 1.416 -0.281
C -4.959 0.616 -3.207 -0.603 0.657 -1.229 -0.612
C 7.240 2.762 -0.245 0.835 -0.148 1.030 -1.367
C -1.065 1.026 4.662 1.102 -1.084 1.154 0.439
C -5.607 -0.564 -2.812 1.350 0.815 -0.661 -0.274
C -3.542 0.707 -3.061 -2.882 2.057 0.341 0.686
C 5.413 3.583 -1.778 0.520 -0.623 -0.904 -0.735
C -2.592 1.899 2.748 -0.003 0.764 -1.181 -0.526
C -1.972 1.950 1.439 -1.360 2.146 0.474 1.079
C 2.015 -3.700 -1.710 1.357 0.160 -1.869 -1.070
C 0.837 0.687 6.681 -0.388 0.782 1.658 -0.918
C 3.226 2.671 -1.664 0.580 -0.087 0.049 -0.471
C 3.520 1.882 -0.539 1.320 1.346 -0.540 -0.291
C -0.704 -0.281 5.137 -1.449 1.485 -1.147 -1.061
C 0.471 -5.734 -1.310 -0.102 0.883 -0.058 -1.421
C -0.510 3.462 4.545 -1.925 -1.675 -0.855 -1.177
C -0.611 -6.018 -3.506 -0.382 1.800 -1.931 0.898
C -3.794 3.428 0.746 -1.312 0.742 -0.569 -0.697
C -0.389 2.135 5.238 -0.455 0.025 -0.702 1.425
C 4.888 1.802 -0.197 -0.552 -0.043 -0.973 -0.875
C -4.866 -1.636 -2.290 -0.090 -0.768 0.489 -0.619
C -4.323 3.445 2.016 -1.225 0.337 1.261 -0.508
C -2.665 2.000 -3.301 -0.216 -0.512 -1.250 0.229
C 0.197 -0.408 6.154 0.589 -1.940 0.409 -0.694
C 0.891 -4.269 -0.882 -0.419 -1.041 2.003 0.537
C 1.778 -2.253 -2.327 -1.852 -0.933 0.449 -0.158
C 0.596 -2.242 -3.442 0.164 0.817 -1.051 0.528
C 4.184 3.378 -2.414 -0.890 0.275 0.662 -0.394
C -2.656 2.769 0.458 1.448 -2.111 2.240 -1.218
C -0.561 1.490 1.091 0.873 -0.835 1.213 0.220
C 5.823 2.675 -0.791 -0.121 0.973 0.866 1.113
C -3.515 -1.413 -2.029 -0.392 0.490 -0.537 0.419
C 0.900 3.209 7.049 1.041 -0.810 0.788 -1.447
C -3.784 2.653 3.016 0.802 -0.833 -0.725 -0.368
C -2.431 -2.344 -1.456 1.237 1.344 0.111 0.178
C 0.449 1.985 6.344 0.145 -1.023 -1.512 0.623
H 2.723 1.529 0.105 -0.036 -0.456 -0.203 0.666
H 3.780 3.786 -3.378 0.849 0.116 1.224 0.442
H -6.649 -0.609 -3.051 -0.492 -0.390 0.258 0.427
H -5.589 1.425 -3.721 1.326 -1.153 0.922 0.341
H 1.754 3.000 7.705 -0.029 0.107 -0.213 0.378
H 2.092 -4.404 -2.589 0.351 0.934 0.567 0.414
H -2.684 0.190 3.854 0.161 0.154 -0.154 0.225
H 0.252 4.150 4.768 0.694 0.902 0.212 0.450
H -5.192 4.077 2.310 0.521 -0.614 -0.626 0.289
H -0.485 3.167 3.496 0.442 0.529 -0.230 0.037
H 7.737 1.815 -0.435 0.051 -0.422 0.235 0.315
H 2.654 -1.948 -2.845 0.790 0.160 -0.649 0.613
H -1.072 -5.481 -5.503 0.213 -0.780 0.666 0.291
H 0.208 -7.431 -4.669 0.280 -0.557 -2.439 0.177
H -1.305 -4.916 -1.995 -0.739 0.822 -0.089 0.100
H 0.232 -6.401 -0.471 -0.174 0.405 -0.112 0.271
H 1.459 0.523 7.554 0.232 0.127 -0.049 0.311
H 1.206 -4.361 0.200 -0.357 0.213 -1.018 0.391
H 1.310 -6.169 -1.837 0.256 -0.157 -0.052 0.695
H -2.303 2.897 -0.514 1.069 -0.252 -1.435 0.724
H 6.127 4.360 -2.107 -0.395 -0.627 -0.068 0.271
H -1.524 3.843 4.660 0.017 0.597 0.294 0.253
H 3.023 -3.732 -1.167 -1.406 0.146 -0.680 0.229
H 0.017 -3.600 -0.879 0.069 -0.307 -0.029 -0.310
H -5.345 -2.616 -2.075 0.493 0.866 -0.080 0.419
H 7.373 2.976 0.869 -0.688 -0.389 -1.304 0.260
H 7.940 3.462 -0.717 -0.739 0.240 -0.297 0.351
H 1.127 -1.726 -0.481 -0.274 0.341 -0.377 0.228
H 0.120 3.548 7.678 -1.018 0.335 0.903 0.342
H -1.242 -1.084 4.617 0.489 -0.115 0.577 0.356
H 0.520 -7.616 -3.067 0.154 -0.439 0.810 0.195
H 2.215 -0.674 -0.970 0.101 0.025 -0.713 0.194
H -4.300 3.854 -0.118 -0.019 0.534 0.451 0.453
H -1.212 -4.288 -4.422 0.218 -0.076 0.701 0.212
H 5.220 0.986 0.428 0.130 0.291 0.620 0.333
H 1.099 4.044 6.425 0.554 0.493 -0.634 0.321
H -4.361 2.520 3.946 0.826 0.177 -0.287 0.401
H 0.428 -1.414 6.603 -0.183 1.036 -0.743 0.269
```
Forces are in eV/Å.

=====

Which of these has the lowest total energy?
C35H38N6O11SSc